A 3-piece molecular cluster, C3H14N2O2 overall. Source: OMol25; level of theory: ωB97M-V/def2-TZVPD.

Energy above the lowest of the compared OMol25 structures with the same formula, charge and spin = 28.3 kcal/mol
Structure (SMILES) = CCNCN.O.O
Kohn-Sham gap = 9.7 eV
DFT total energy = -10412.5647 eV

Geometry as XYZ:
```
21
Properties=species:S:1:pos:R:3:forces:R:3
H 0.314 0.457 1.804 0.08 -0.05 0.06
N 1.035 0.218 -1.267 -0.56 -0.60 -0.28
H -0.821 2.417 -1.938 -0.23 -0.04 -0.03
H 0.977 -1.612 0.433 0.00 -0.19 0.00
H -0.652 -1.827 0.631 0.31 0.06 0.22
H -2.841 -3.618 1.659 -0.96 0.67 0.17
O 0.785 1.274 2.045 0.86 -0.29 -0.09
H 0.438 3.402 -2.667 0.13 -0.46 0.25
H -0.839 -0.615 -1.344 -0.18 -0.79 0.39
H -0.691 0.597 -0.129 0.12 0.25 -0.24
C 1.140 1.641 -1.531 1.51 1.06 0.68
H -1.812 -4.071 2.465 0.29 0.16 1.15
C -0.160 -0.255 -0.565 -0.56 1.47 -0.18
H 1.007 -0.203 -2.186 0.31 -0.45 0.00
C 0.144 2.364 -2.433 -0.04 -0.41 -0.59
H 2.209 1.792 -1.843 -0.98 0.07 -0.10
H 0.016 1.841 -3.390 -0.04 0.10 0.09
H 1.719 0.997 1.936 -0.82 0.38 0.13
O -2.574 -3.482 2.582 0.67 -0.85 -1.35
N 0.097 -1.136 0.589 -0.04 -0.22 -0.84
H 1.069 2.139 -0.577 0.14 0.13 0.56
```
Positions in Å, forces in eV/Å.

Atomic partial charges in e from the natural (NBO) method, atoms 1 to 4: 0.49, -0.63, 0.21, 0.37

---

A 2-piece molecular cluster, C5H12OS overall. Source: OMol25; level of theory: ωB97M-V/def2-TZVPD.

Energy above the lowest of the compared OMol25 structures with the same formula, charge and spin = 6.5 kcal/mol
Structure (SMILES) = C1CCSCC1.O
Kohn-Sham gap = 9.1 eV
DFT total energy = -18262.1858 eV

Geometry as XYZ:
```
19
Properties=species:S:1:pos:R:3:forces:R:3
H -4.622 -1.863 2.434 0.87 0.09 -0.61
S 1.532 -0.927 -2.156 0.20 0.94 0.62
H 3.064 -1.061 1.323 -0.07 -0.19 -0.51
H -0.647 0.865 0.240 0.06 -0.51 0.37
H -0.632 -0.908 0.018 0.53 0.36 0.04
H 3.126 0.419 -0.854 -0.32 -0.48 0.10
H 1.695 0.896 1.236 -0.50 -0.26 -0.29
H -3.214 -2.455 2.130 -0.71 0.75 -0.27
C 0.405 0.337 -1.492 -0.64 -0.59 0.84
C 2.786 -0.634 -0.842 0.03 -1.40 0.02
H -0.528 0.336 -2.088 0.54 -0.03 0.17
H 1.813 -2.104 0.586 0.40 0.44 -0.45
C 0.000 0.000 0.000 0.49 1.44 -0.30
H 0.849 1.349 -1.565 -0.06 -0.54 0.05
H 3.625 -1.262 -1.200 -0.20 0.33 0.50
H 0.732 -0.395 2.013 0.38 0.14 -0.36
C 2.257 -1.090 0.565 -0.02 1.04 0.30
C 1.188 -0.072 1.057 -0.82 -0.71 -1.10
O -3.838 -1.746 1.851 -0.15 -0.84 0.88
```
Positions in Å, forces in eV/Å.

Atomic partial charges in e from the natural (NBO) method, atoms 1 to 4: 0.47, 0.18, 0.20, 0.21

---

| no. | F_max (eV/Å) |
| --- | --- |
| 1 | 1.961 |
| 2 | 1.552 |